No. 1
{"formula": "CH3IO", "method": "ωB97M-V/def2-TZVPD", "species": ["C", "O", "I", "H", "H", "H"], "xyz": [[-0.4744, 0.4377, -0.1546], [-0.4425, -0.8422, 0.0350], [1.8268, -2.5214, 0.8487], [-0.8843, 1.0684, 0.6827], [-0.5775, 0.9330, -1.1287], [0.5518, 0.9246, -0.2832]], "lumo_ev": [-3.8264, -3.7959], "homo_lumo_gap_ev": [5.415, 5.504], "largest_force_ev_per_a": 4.06}


No. 2
{"formula": "CH3IO2", "method": "ωB97M-V/def2-TZVPD", "species": ["C", "O", "O", "I", "H", "H", "H"], "xyz": [[-0.0440, -0.4184, 0.0172], [0.9262, 0.1662, 0.7095], [-0.2340, 0.0841, -1.2335], [-1.9314, -0.8078, 1.0714], [0.5244, -1.4140, 0.0233], [0.7221, 1.3627, 0.7659], [0.0365, 1.0270, -1.3538]], "lumo_ev": 0.0487, "homo_lumo_gap_ev": 9.546, "largest_force_ev_per_a": 7.83}


No. 3
{"formula": "CH3IO2", "method": "ωB97M-V/def2-TZVPD", "species": ["C", "O", "O", "I", "H", "H", "H"], "xyz": [[1.1473, 0.2903, -0.5504], [1.2284, -0.9547, -0.4696], [0.2953, -1.6772, 0.0747], [-3.1625, -0.0438, -0.0365], [-1.9265, -1.0434, 0.1381], [0.3112, 0.8716, -0.1740], [1.9892, 0.7684, -1.0347]], "lumo_ev": -0.6438, "homo_lumo_gap_ev": 9.187, "largest_force_ev_per_a": 1.80}


No. 4
{"formula": "CH3IO3S", "method": "ωB97M-V/def2-TZVPD", "species": ["C", "O", "O", "O", "S", "I", "H", "H", "H"], "xyz": [[-0.1954, -0.8764, 0.1563], [0.7466, 2.8066, 0.1288], [-0.7392, -1.6649, 1.1643], [-0.1375, 0.5208, 0.4574], [-0.2047, 1.9328, -0.4520], [0.6892, 1.1375, -2.6061], [0.8414, -1.1806, -0.0720], [-0.8262, -1.0472, -0.7234], [-0.1741, -1.6287, 1.9468]], "lumo_ev": -0.7668, "homo_lumo_gap_ev": 9.054, "largest_force_ev_per_a": 2.50}


No. 5
{"formula": "CH3IO3S", "method": "ωB97M-V/def2-TZVPD", "species": ["C", "O", "O", "O", "S", "I", "H", "H", "H"], "xyz": [[-0.4998, -0.7818, -0.1347], [1.7556, 1.9178, -0.3530], [0.7336, -1.5445, 0.1055], [-0.1605, 0.3702, -0.8139], [0.6729, 1.2636, 0.2878], [-1.0548, 2.9377, 1.0655], [-1.1827, -1.3447, -0.6967], [-0.9760, -0.4272, 0.8631], [0.7117, -2.3910, -0.3235]], "lumo_ev": -0.8140, "homo_lumo_gap_ev": 8.771, "largest_force_ev_per_a": 3.17}


No. 6
{"formula": "CH3IOP2", "method": "ωB97M-V/def2-TZVPD", "species": ["C", "O", "P", "P", "I", "H", "H", "H"], "xyz": [[0.7649, 0.5575, 0.5971], [-1.7373, -0.1678, -0.1775], [-0.0127, 2.2264, 0.4241], [-0.4064, 0.4937, -0.7908], [1.0400, -2.6476, -1.0279], [1.8407, 0.1982, 0.2370], [0.6425, 0.2224, 1.5911], [-2.1317, -0.8828, -0.8531]], "lumo_ev": [-3.2044, -1.4551], "homo_lumo_gap_ev": [5.241, 7.588], "largest_force_ev_per_a": 4.30}


No. 7
{"formula": "CH3IOS", "method": "ωB97M-V/def2-TZVPD", "species": ["C", "O", "S", "I", "H", "H", "H"], "xyz": [[0.2666, -0.0189, -1.6790], [-0.4316, -1.1269, 1.0271], [-0.7481, 0.1667, 1.6068], [0.2034, 1.6557, -0.5358], [1.1050, -0.6041, -1.3250], [-0.7105, -0.3742, -1.7406], [0.3152, 0.3016, 2.6465]], "lumo_ev": [-0.8588, -0.8456], "homo_lumo_gap_ev": [7.807, 7.248], "largest_force_ev_per_a": 3.80}


No. 8
{"formula": "CH3IOS2", "method": "ωB97M-V/def2-TZVPD", "species": ["C", "O", "S", "S", "I", "H", "H", "H"], "xyz": [[0.0175, -1.5860, -0.0456], [-1.2748, 2.7019, 0.7470], [-0.3581, 1.6028, 0.3907], [-0.0138, -0.3861, -1.3955], [1.6505, 2.8566, -0.3193], [-0.4207, -2.4732, -0.4850], [0.9914, -1.7499, 0.4476], [-0.5920, -0.9661, 0.6601]], "lumo_ev": [-2.4061, -2.4080], "homo_lumo_gap_ev": [6.694, 6.690], "largest_force_ev_per_a": 1.80}


No. 9
{"formula": "CH3IOS2", "method": "ωB97M-V/def2-TZVPD", "species": ["C", "O", "S", "S", "I", "H", "H", "H"], "xyz": [[-1.0460, -0.0429, -0.0944], [1.0287, 0.3670, 0.8424], [0.1327, -1.6886, -2.3012], [-0.7988, -1.5910, -0.6587], [2.7333, 1.3911, 0.5858], [-1.6775, -0.1341, 0.7011], [-0.9189, 0.9377, -0.6339], [0.5465, 0.7608, 1.5589]], "lumo_ev": [-1.3248, -1.3248], "homo_lumo_gap_ev": [7.017, 7.017], "largest_force_ev_per_a": 3.80}


No. 10
{"formula": "CH3IOS2", "method": "ωB97M-V/def2-TZVPD", "species": ["C", "O", "S", "S", "I", "H", "H", "H"], "xyz": [[0.1278, -0.7102, -0.4706], [-1.7705, 0.7678, 0.2802], [0.6992, 2.7385, -0.7717], [-0.3579, 0.7021, 0.5659], [2.0967, -1.5373, 0.3327], [-0.4497, -1.6160, -0.3745], [0.0403, -0.2551, -1.4624], [-0.3860, -0.0898, 1.9003]], "lumo_ev": [-2.5041, -2.5950], "homo_lumo_gap_ev": [7.101, 7.046], "largest_force_ev_per_a": 3.11}


No. 11
{"formula": "CH3IOS2", "method": "ωB97M-V/def2-TZVPD", "species": ["C", "S", "O", "S", "I", "H", "H", "H"], "xyz": [[0.8807, 0.3815, 0.1680], [-0.6726, -0.5047, -0.1844], [-0.5334, -0.7467, -1.8404], [-0.6983, -2.0227, 0.9330], [-2.4327, 1.1769, 0.3147], [0.7888, 0.8302, 1.2311], [1.6183, -0.2372, -0.1226], [1.0490, 1.1227, -0.4993]], "lumo_ev": -2.1031, "homo_lumo_gap_ev": 7.643, "largest_force_ev_per_a": 6.81}


No. 12
{"formula": "CH3IOS2", "method": "ωB97M-V/def2-TZVPD", "species": ["C", "O", "S", "S", "I", "H", "H", "H"], "xyz": [[-0.5389, 1.1558, 0.2194], [1.1875, 1.3534, 2.4028], [2.0962, -0.4436, 0.2912], [0.7136, 0.3436, 1.3754], [-2.2330, -0.1127, 0.4486], [-0.8815, 2.1563, 0.6218], [-0.1406, 1.1390, -0.8865], [0.2099, -0.6897, 2.1995]], "lumo_ev": [0.0665, -4.4362], "multiplicity": 3, "homo_lumo_gap_ev": [6.372, 4.893], "s2": 2.01, "largest_force_ev_per_a": 5.37}